This record from the OMol25 dataset describes C32H39BIrN6 as an isolated structure at a distorted geometry. The level of theory is wB97M-V/def2-TZVPD.

```
! RIJCOSX wB97M-V def2-TZVPD def2/J DEFGRID3
* xyz 2 2
Ir 0.067 -0.266 0.249
C 4.218 -1.855 0.512
C 3.396 -1.348 1.706
C 3.025 0.120 1.531
C 2.191 -2.203 1.905
C 2.124 -3.453 2.534
C 0.797 -3.829 2.456
N 0.117 -2.870 1.815
N 0.960 -1.880 1.482
B -1.407 -2.784 1.610
N -1.902 -1.467 2.237
C -2.844 -1.347 3.180
C -3.083 -0.004 3.399
C -2.225 0.669 2.516
N -1.508 -0.240 1.845
C -2.114 2.132 2.249
C -3.092 2.933 3.100
C -2.355 2.390 0.756
N -1.766 -2.705 0.112
C -2.508 -3.547 -0.618
C -2.755 -2.964 -1.849
C -2.118 -1.716 -1.800
N -1.526 -1.597 -0.611
C -2.092 -0.627 -2.814
C -1.478 -1.115 -4.126
C -3.517 -0.110 -3.040
H 5.169 -1.330 0.483
H 4.416 -2.919 0.601
H 3.687 -1.679 -0.421
H 4.021 -1.451 2.601
H 2.495 0.254 0.575
H 2.397 0.460 2.354
H 3.914 0.745 1.495
H 2.937 -3.986 2.981
H 0.312 -4.710 2.824
H -1.936 -3.711 2.103
H -3.290 -2.202 3.646
H -3.779 0.423 4.090
H -1.092 2.458 2.491
H -4.118 2.673 2.850
H -2.935 2.745 4.158
H -2.960 3.996 2.926
H -3.389 2.163 0.506
H -2.155 3.431 0.515
H -1.700 1.752 0.139
H -2.810 -4.500 -0.234
H -3.322 -3.377 -2.656
H -1.481 0.192 -2.405
H -2.116 -1.864 -4.587
H -1.368 -0.286 -4.820
H -0.499 -1.557 -3.953
H -4.147 -0.889 -3.459
H -3.959 0.226 -2.106
H -3.508 0.726 -3.733
C 2.058 5.147 -0.250
C 2.090 5.072 -1.639
C 1.681 3.921 -2.272
C 1.269 2.793 -1.524
C 1.201 2.913 -0.120
C 1.588 4.070 0.505
C 1.098 1.555 -2.198
C 1.098 0.292 -1.634
C 1.664 -0.801 -2.362
C 2.626 -0.552 -3.377
C 3.157 -1.581 -4.117
C 2.774 -2.898 -3.876
C 1.878 -3.176 -2.845
C 1.354 -2.156 -2.085
H 2.389 6.046 0.246
H 2.432 5.915 -2.219
H 1.711 3.867 -3.350
H 0.823 2.063 0.460
H 1.528 4.148 1.579
H 1.088 1.624 -3.287
H 2.955 0.458 -3.558
H 3.874 -1.362 -4.892
H 3.187 -3.695 -4.472
H 1.594 -4.197 -2.643
H 0.679 -2.399 -1.275
*
```

Values from the calculation:
E_tot: -1699.905472 Ha
Gap between HOMO and LUMO (spin up / spin down): 4.7 / 4.2 eV
<S²>: 1.06


This record from the OMol25 dataset describes C29H29F5GeIrN5O3S as an isolated structure at a distorted geometry. The level of theory is wB97M-V/def2-TZVPD.

```
! RIJCOSX wB97M-V def2-TZVPD def2/J DEFGRID3
* xyz 0 1
Ir -0.481 -0.058 -0.123
O 3.654 0.163 5.293
C 4.014 -0.238 4.178
O 5.068 -0.733 3.758
C 2.915 -0.099 3.085
C 3.181 -0.462 1.771
C 2.189 -0.327 0.819
N 0.990 0.176 1.160
C 0.688 0.471 2.434
C 1.647 0.355 3.422
C -0.711 0.872 2.604
C -1.227 1.341 3.806
C -2.532 1.788 3.853
C -3.292 1.782 2.692
C -2.723 1.287 1.538
N -1.481 0.807 1.492
C 2.261 -0.742 -0.589
C 3.434 -1.172 -1.192
C 3.423 -1.512 -2.531
C 2.239 -1.400 -3.241
C 1.101 -0.981 -2.584
N 1.093 -0.677 -1.284
H 4.165 -0.863 1.565
H 1.476 0.585 4.466
H -0.597 1.368 4.682
H -2.944 2.161 4.781
H -4.303 2.160 2.673
H -3.256 1.291 0.597
H 4.343 -1.224 -0.610
H 4.330 -1.848 -3.015
H 2.186 -1.639 -4.293
H 0.156 -0.897 -3.099
C -2.959 -4.284 0.347
N -2.712 -3.311 -0.716
C -3.059 -2.032 -0.733
S -2.108 -0.956 -1.716
N -4.104 -1.549 -0.080
C -5.109 -2.253 0.702
H -2.139 -4.998 0.327
H -3.889 -4.830 0.204
H -2.943 -3.795 1.319
H -1.861 -3.457 -1.239
H -4.239 -0.565 -0.233
H -5.317 -3.227 0.268
H -6.029 -1.674 0.665
H -4.806 -2.370 1.742
F 2.805 -5.576 2.423
C 1.881 -4.676 2.077
C 1.528 -4.509 0.752
F 2.110 -5.256 -0.194
C 0.563 -3.582 0.399
F 0.211 -3.485 -0.905
C -0.085 -2.767 1.337
O -0.986 -1.875 1.016
C 0.290 -2.983 2.676
F -0.305 -2.252 3.633
C 1.246 -3.909 3.045
F 1.564 -4.072 4.327
C -0.208 4.120 0.729
Ge 0.172 3.364 -1.050
C -0.244 4.700 -2.428
C 2.097 2.953 -1.160
C -0.774 1.678 -1.283
H 0.195 5.130 0.818
H 0.246 3.510 1.513
H -1.283 4.172 0.914
H 0.338 5.607 -2.263
H -1.301 4.969 -2.421
H -0.002 4.316 -3.420
H 2.712 3.848 -1.072
H 2.328 2.478 -2.116
H 2.384 2.268 -0.359
H -0.638 1.390 -2.334
H -1.848 1.851 -1.157
*
```

Values from the calculation:
E_tot: -4700.794947 Ha
Gap between HOMO and LUMO: 6.8 eV